Formula: C15H9FeN6O2S2Se
Source: the Open Molecules 2025 dataset
Level of theory: ωB97M-V with the def2-TZVPD basis set

```
36
Properties=species:S:1:pos:R:3:forces:R:3:lowdin_charge:R:1
Fe 0.323597 0.148399 -0.184507 0.0 -0.3 -0.4 0.57
O 0.641990 5.223662 -1.695986 0.0 0.0 0.0 0.05
C 1.297414 4.973287 -0.474231 0.0 0.0 -0.1 -0.38
C 2.071296 6.152063 0.146679 0.0 0.0 0.0 -0.21
C 3.528729 5.902742 0.366431 0.0 0.0 0.0 -0.04
C 4.041499 4.677619 0.218095 0.0 0.0 0.0 -0.07
C 3.213855 3.501753 -0.064789 0.0 0.0 0.0 0.00
C 1.932305 3.624377 -0.405824 0.0 0.0 0.0 -0.06
C 0.882673 2.555816 -0.249656 0.0 -0.2 0.0 -0.55
O 1.302774 1.562119 0.635144 -0.1 0.0 0.1 -0.24
N -1.160724 2.250312 -0.581043 -0.5 0.1 -0.3 -0.14
N -1.774661 1.060358 -0.082203 0.4 0.2 0.3 -0.06
C -3.035559 1.159124 0.063812 0.0 -0.1 0.0 -0.90
S -3.957389 -0.212083 0.650230 0.0 0.0 0.0 0.93
C -5.475682 0.745103 0.905582 0.0 0.0 0.0 -0.53
C -5.555195 1.779066 -0.198663 0.0 0.0 0.0 -0.53
S -3.944681 2.610527 -0.305062 0.0 -0.1 0.0 0.95
H 0.419060 4.367976 -2.095176 0.0 0.0 0.0 0.09
H 1.882109 7.085835 -0.384318 0.0 0.0 0.0 0.14
H 4.171938 6.736641 0.623112 0.0 0.0 0.0 0.09
H 5.102468 4.520569 0.376991 0.0 0.0 0.0 0.09
H 3.618607 2.516678 0.130354 0.0 0.0 0.0 0.11
H -5.443172 1.218925 1.886008 0.0 0.0 0.0 0.08
H -6.313649 0.049563 0.866948 0.0 0.0 0.0 0.07
H -6.304904 2.540102 0.016314 0.0 0.0 0.0 0.08
H -5.783360 1.308049 -1.154559 0.0 0.0 0.0 0.07
N 0.072128 1.896090 -1.342230 0.1 0.2 0.1 -0.01
C -0.434035 3.106218 0.266283 0.0 0.0 0.3 -0.10
C -0.621773 4.196774 1.049577 0.1 -0.1 -0.1 -0.08
C -1.797104 4.541972 1.770240 -0.1 0.1 -0.1 -0.20
N -2.743650 4.831696 2.359135 0.0 0.0 0.0 0.13
C 0.508613 5.105146 0.802711 0.1 0.0 0.0 -0.19
N 1.179674 6.044305 1.372440 0.0 0.0 0.0 0.20
Se 0.975603 -2.061005 -1.131088 -0.1 0.0 0.1 0.51
C 0.025269 -3.098665 0.059014 0.1 0.0 0.0 -0.89
N -0.563990 -3.771471 0.790661 0.0 0.0 0.0 0.00
```
Positions in Å, forces in eV/Å.

Results
**HOMO level (alpha / beta)**: -0.1717 / -0.1887 Eh
**2S+1**: 5
**HOMO-LUMO gap (alpha / beta)**: 6.8 / 7.3 eV
**Energy above the lowest of the compared OMol25 structures with the same formula, charge and spin**: 641.33 kJ/mol
**E_LUMO (alpha / beta)**: 2.17 / 2.16 eV
**Charge**: -1

Formula: C3H4O2
Source: the Open Molecules 2025 dataset
Level of theory: ωB97M-V with the def2-TZVPD basis set

```
9
Properties=species:S:1:pos:R:3:forces:R:3:lowdin_charge:R:1
C -0.893162 1.165447 1.325160 -0.3 0.0 -0.6 -0.11
C -1.175612 -0.518688 -0.686042 -1.7 -1.7 0.6 -0.21
C 0.330363 -0.609937 -0.624064 -0.7 -0.9 -2.4 -0.08
O -2.036894 -1.208790 -1.166070 2.1 1.6 0.9 0.07
O -0.328230 0.747703 2.273734 -0.5 0.8 -0.8 0.02
H -1.103258 2.259904 0.965037 0.4 -1.0 0.9 0.09
H 0.680965 -1.166258 -1.525652 -0.2 0.9 0.0 0.10
H 0.817156 -1.191900 0.121048 -0.4 -0.1 1.4 0.08
H 0.555081 0.430509 -0.580515 1.2 0.5 -0.2 0.04
```
Positions in Å, forces in eV/Å.

Results
**HOMO level (alpha / beta)**: -0.2978 / -0.2866 Eh
**HOMO-LUMO gap (alpha / beta)**: 8.3 / 7.9 eV
**Energy above the lowest of the compared OMol25 structures with the same formula, charge and spin**: 403.07 kJ/mol
**E_LUMO (alpha / beta)**: 0.23 / 0.10 eV

Formula: C21H23CrN7OS2
Source: the Open Molecules 2025 dataset
Level of theory: ωB97M-V with the def2-TZVPD basis set

```
55
Properties=species:S:1:pos:R:3:forces:R:3:lowdin_charge:R:1
Cr -0.151124 0.024293 0.003786 0.8 0.3 -0.4 0.68
C 0.375513 -0.579296 -4.234144 -0.1 0.0 0.2 -0.03
C -0.028352 -0.677921 -2.792695 0.1 0.2 0.1 -0.28
N -0.022156 0.391217 -1.978686 -0.4 -0.1 0.5 -0.13
N 0.419661 1.569910 -2.501829 0.2 0.4 -0.5 -0.01
C 0.701136 2.513667 -1.680510 -0.2 -0.3 0.0 -0.85
N 1.229263 3.689725 -2.185247 0.1 0.1 0.0 0.04
S 0.530910 2.389072 0.049383 0.0 -0.3 0.0 0.71
C -0.396438 -1.891001 -2.197653 0.0 0.0 0.0 -0.23
C -0.572556 -3.080835 -2.947972 0.0 -0.1 0.0 -0.03
C -1.015761 -4.219179 -2.340536 0.0 0.1 0.1 -0.08
C -1.272933 -4.186400 -0.956018 0.0 0.0 -0.1 -0.08
C -1.029345 -3.021284 -0.265589 0.1 -0.4 0.1 -0.19
N -0.598160 -1.882871 -0.826181 0.2 0.0 0.0 0.01
H 0.848965 0.381681 -4.399325 0.0 0.0 -0.1 0.06
H -0.490266 -0.659733 -4.896427 0.0 0.0 0.0 0.09
H 1.073651 -1.377465 -4.491612 0.0 0.0 0.0 0.08
H 1.126496 3.783673 -3.184380 -0.1 0.0 0.0 0.08
H 0.997177 4.516240 -1.659042 0.0 0.0 0.0 0.06
H -0.365726 -3.058855 -4.008781 0.0 0.0 0.0 0.10
H -1.163898 -5.129700 -2.906692 0.0 0.0 0.0 0.10
H -1.645173 -5.055576 -0.434028 0.0 0.0 0.1 0.09
H -1.188856 -2.990593 0.800404 0.1 0.0 -0.1 -0.01
S -2.111880 -1.464628 2.200447 0.2 0.5 0.4 0.62
C -2.801822 -0.248078 1.230242 0.3 -0.3 -0.2 -0.77
C -4.173997 0.059498 1.398778 -0.2 0.3 -0.2 -0.12
C -4.789506 0.983049 0.599581 0.1 -0.2 0.1 -0.07
C -4.043048 1.619829 -0.399644 0.0 0.1 -0.1 -0.08
C -2.723016 1.296151 -0.529949 0.3 0.3 -0.2 -0.14
N -2.078793 0.403165 0.255414 -1.2 -0.1 0.6 -0.11
H -4.706272 -0.474808 2.170970 0.0 0.0 0.0 0.09
H -5.841396 1.208231 0.722709 0.0 0.0 0.0 0.11
H -4.493488 2.344347 -1.061923 0.1 0.0 0.0 0.10
H -2.109758 1.768612 -1.287588 0.0 0.0 0.0 0.10
C 4.126350 0.249180 -0.683882 -0.1 0.1 0.0 0.04
C 2.991762 -0.222306 0.174973 0.2 0.0 0.0 -0.49
O 1.872446 -0.388273 -0.309897 -0.1 -0.3 0.1 -0.06
N 3.249379 -0.477628 1.464259 -0.2 0.0 0.1 0.11
C 2.206315 -0.946842 2.367615 0.0 0.1 -0.1 -0.09
C 1.425094 0.195453 2.961548 0.0 -0.2 -0.1 -0.26
C 1.829433 0.783582 4.149978 0.0 0.0 0.1 -0.01
C 1.105684 1.843558 4.667517 -0.1 0.0 -0.2 -0.04
C -0.014114 2.262338 3.966703 0.1 0.0 0.2 -0.03
C -0.352298 1.614508 2.796345 -0.2 -0.1 -0.1 -0.19
N 0.355064 0.604619 2.278226 -0.1 0.0 0.1 0.00
H 4.105079 -0.305515 -1.619734 0.0 0.0 0.0 0.10
H 5.094829 0.130119 -0.202461 0.0 0.0 0.0 0.08
H 3.957517 1.301437 -0.920264 0.0 0.0 0.0 0.10
H 4.124047 -0.181794 1.860782 0.1 -0.1 -0.1 0.15
H 2.676740 -1.540773 3.148954 0.0 0.0 0.0 0.13
H 1.523625 -1.579900 1.800115 0.1 -0.1 0.0 0.12
H 2.699979 0.400364 4.667950 0.0 0.0 0.0 0.11
H 1.398376 2.322349 5.591960 0.0 0.0 0.0 0.11
H -0.628998 3.075931 4.324617 0.0 0.0 0.0 0.11
H -1.235362 1.915455 2.249433 0.0 0.0 -0.1 0.10
```
Positions in Å, forces in eV/Å.

Results
**HOMO level (alpha / beta)**: -0.1833 / -0.2530 Eh
**2S+1**: 5
**HOMO-LUMO gap (alpha / beta)**: 5.2 / 7.1 eV
**Energy above the lowest of the compared OMol25 structures with the same formula, charge and spin**: 107.31 kJ/mol
**E_LUMO (alpha / beta)**: 0.25 / 0.20 eV

Asked for molecular weight across the records above, the calculation gives 504.216 72.063 505.593 g/mol in order.